No. 1
Formula: C35H46CaN6O3P2
Source: the Open Molecules 2025 dataset
Level of theory: the ωB97M-V functional and the def2-TZVPD basis

Geometry as XYZ:
```
93
C35H46CaN6O3P2 (the ωB97M-V functional and the def2-TZVPD basis)
Ca 1.1918 0.2057 4.1198
P 2.3871 1.8502 -3.4976
P -0.3126 3.7082 -3.2563
O -1.6602 -2.4098 5.6728
O 2.4805 -1.6950 4.1533
O 1.5140 -5.7702 5.9006
N 0.4900 -1.9498 5.2038
N 2.0201 -3.6968 5.1524
N 4.0572 1.5974 -4.0598
N -2.0137 3.5993 -3.7146
N -0.2728 5.4975 -3.5966
N 1.7713 0.3992 -4.3158
C -0.4689 -2.7509 5.7667
C -0.5937 -2.9421 8.8334
C 5.1007 2.2222 -3.3528
C -1.0777 0.4195 4.3715
C -0.6047 -0.0270 0.0487
C 1.6555 0.0332 -5.6574
C 4.6025 1.0739 -5.2397
C 0.0745 7.6948 -3.1447
C 1.8417 2.9733 -4.8819
C -4.1832 2.9766 -3.5408
C -2.7359 -1.1139 0.9514
C 1.2027 -4.5855 5.8384
C 0.9344 -1.1479 -5.7356
C 5.9704 1.3201 -5.2498
C -0.6588 -3.4099 0.9513
C -2.1087 -3.5920 0.6332
C -2.6591 3.9742 -4.8978
C 0.0542 6.4190 -2.5969
C -3.9970 3.6141 -4.8082
C 1.0246 -0.5101 -3.5665
C 0.5306 -1.4911 -4.4112
C -1.1115 -5.1367 6.5696
C -2.9562 2.9751 -2.8873
C 0.3285 3.1968 -4.9263
C 6.2803 2.0461 -4.0536
C -0.0275 -4.0066 6.5449
C 0.1810 -2.5030 0.4454
C -1.9163 -0.0632 0.7832
C -0.2373 7.5692 -4.5358
C 0.4496 -3.6462 7.9786
C -0.4440 6.2135 -4.7825
C -0.0544 -1.3651 -0.5036
C -2.8120 -2.3314 0.0836
C -2.4398 -4.8440 7.2269
C 1.6858 -2.4260 4.8131
H -2.4384 -2.1205 -0.9191
H 0.7198 -1.6966 -6.6431
H -5.1036 2.5706 -3.1541
H -0.2129 2.2867 -5.2301
H -3.5072 -1.0716 1.7261
H 2.1893 2.5875 -5.8495
H -2.3122 -4.4114 -0.0780
H 0.1101 3.9551 -5.6877
H -0.3026 8.3547 -5.2710
H -1.6867 0.7158 3.5165
H 2.0749 0.6396 -6.4529
H -2.1324 4.4541 -5.7044
H -0.7227 0.6551 -0.8123
H 4.8730 2.7166 -2.4210
H -2.5891 -3.9280 1.5653
H -0.6838 5.7334 -5.7179
H -0.0537 -2.3445 -4.1018
H -1.2997 -5.4091 5.5211
H -2.8106 -3.8813 6.8575
H -0.1001 -2.1722 9.4342
H -1.0857 -3.6454 9.5127
H -1.2593 1.1069 5.2170
H -3.8803 -2.5821 -0.0048
H -2.1386 0.8765 1.2907
H 0.2867 8.6144 -2.6170
H 0.7727 -4.5870 8.4548
H 0.2441 6.0627 -1.5934
H 2.3617 3.9245 -4.6931
H 2.8928 -4.0703 4.7907
H 0.9617 -1.1476 -0.8715
H 7.2542 2.3973 -3.7482
H 0.9187 -0.3222 -2.5118
H -3.1311 -5.6335 6.9250
H -1.4262 -0.5728 4.7038
H 3.9958 0.5579 -5.9638
H -1.3447 -2.4687 8.1911
H -0.6378 -6.0172 7.0303
H -0.2826 -4.1324 1.6830
H 6.6596 1.0182 -6.0216
H -2.6403 2.6048 -1.9238
H -0.6484 -1.6511 -1.3778
H 0.1834 0.4439 0.6764
H -2.3793 -4.8358 8.3224
H 1.2244 -2.5271 0.7919
H 1.3500 -3.0110 7.8964
H -4.7458 3.7979 -5.5666
```

Calculated values
orbital gap = 6.37 eV
spin multiplicity = 1
energy above the lowest of the compared OMol25 structures with the same formula, charge and spin = 0.0 kJ/mol
charge = 0
molecular weight = 700.82 g mol⁻¹
LUMO energy = -0.98 eV

***

No. 2
Formula: C14H26Br4O2
Source: the Open Molecules 2025 dataset
Level of theory: the ωB97M-V functional and the def2-TZVPD basis

Geometry as XYZ:
```
46
C14H26Br4O2 (the ωB97M-V functional and the def2-TZVPD basis)
Br 7.2358 2.6472 -22.2094
Br 7.8990 11.3186 -18.1002
Br 3.3117 11.5099 -17.3293
Br 8.5176 5.8664 -19.1775
O 7.2599 -1.2293 -16.2722
O 10.3213 5.8518 -14.5589
C 12.5211 6.5935 -15.1843
C 6.8798 6.6951 -15.2781
C 5.1447 11.6880 -18.1579
C 6.1458 10.8320 -17.4200
C 6.4135 -0.9699 -15.1733
C 6.2945 4.1088 -14.4235
C 5.5605 0.2463 -15.3296
C 6.8486 6.4215 -13.9402
C 8.1717 4.1993 -21.5034
C 6.5080 5.6672 -16.2182
C 6.6746 5.0534 -13.5450
C 11.0030 6.9096 -15.2518
C 6.2114 4.3767 -15.7800
C 7.9565 4.1636 -19.9835
H 12.9367 6.5187 -14.1794
H 6.0029 9.7518 -17.4462
H 6.9105 3.9268 -19.7889
H 10.7554 7.0663 -16.3016
H 6.7180 4.7923 -12.4980
H 9.4032 6.0319 -14.7741
H 4.8259 0.1636 -16.1306
H 5.0077 11.5263 -19.2271
H 7.8642 -1.8945 -15.9345
H 5.8462 3.6964 -16.5352
H 5.0769 0.5137 -14.3902
H 5.4805 12.7007 -17.9345
H 7.7476 5.1244 -21.8937
H 10.8593 7.9064 -14.8347
H 5.9091 3.1415 -14.1370
H 5.8060 -1.8749 -15.1746
H 12.9100 5.7682 -15.7806
H 7.3240 7.1015 -13.2489
H 6.1855 10.9558 -16.3378
H 13.0490 7.4034 -15.6878
H 8.5076 3.3866 -19.4539
H 7.0177 -0.7895 -14.2842
H 7.1692 7.6478 -15.6963
H 9.1851 4.1350 -21.8997
H 6.0889 1.0971 -15.7598
H 6.4477 5.8438 -17.2819
```

Calculated values
orbital gap = 9.77 eV
spin multiplicity = 1
energy above the lowest of the compared OMol25 structures with the same formula, charge and spin = 0.0 kJ/mol
charge = 0
molecular weight = 545.98 g mol⁻¹
LUMO energy = 0.38 eV

***

No. 3
Formula: C3H4ClFN2
Source: the Open Molecules 2025 dataset
Level of theory: the ωB97M-V functional and the def2-TZVPD basis

Geometry as XYZ:
```
11
C3H4ClFN2 (the ωB97M-V functional and the def2-TZVPD basis)
Cl -1.7114 -2.5657 -0.1628
F 1.0884 -2.8099 1.0243
N 0.3758 0.8492 0.0487
N 0.3070 2.1650 -0.2411
C 0.7615 -1.6851 0.2583
C -0.6918 0.1609 -0.4531
C -0.4924 -1.1960 0.0024
H 1.1552 2.8470 0.1186
H 1.5528 -0.9135 0.4909
H -1.4941 0.5514 -1.0031
H -0.8510 2.5967 -0.0832
```

Calculated values
orbital gap = 7.90 eV
spin multiplicity = 1
energy above the lowest of the compared OMol25 structures with the same formula, charge and spin = 374.0 kJ/mol
charge = 0
molecular weight = 122.53 g mol⁻¹
LUMO energy = -0.37 eV

***

No. 4
Formula: C19H17BrF3N3O3
Source: the Open Molecules 2025 dataset
Level of theory: the ωB97M-V functional and the def2-TZVPD basis

Geometry as XYZ:
```
46
C19H17BrF3N3O3 (the ωB97M-V functional and the def2-TZVPD basis)
Br 2.0501 3.8266 5.8742
F 0.1359 1.4585 6.7832
F -1.1989 0.6804 5.2794
F -0.9289 2.8100 5.4771
O 2.9372 -1.1406 1.3285
O -4.1880 -1.4630 -5.2964
O -2.2046 -1.7376 -1.2584
N -4.9278 -2.1652 -4.3536
N 0.7052 -0.9240 0.9669
N -0.8692 -0.5774 -2.6579
C -0.2823 1.6337 5.5209
C -4.2187 -2.1455 -3.2714
C 0.7629 -1.9879 -0.0293
C -2.9927 -1.4412 -3.4446
C 2.9532 2.3541 3.6577
C 1.8781 -0.5864 1.5763
C -1.9876 -1.2628 -2.3690
C 0.3246 -0.2340 -1.8358
C 0.8999 0.4650 -3.1005
C -0.3186 0.0611 0.6227
C 0.8205 0.6048 3.5404
C 1.8410 0.5029 2.6073
C 2.9164 1.3713 2.6843
C -0.3672 0.0653 -3.8776
C 0.8498 1.5733 4.5291
C 1.1694 -1.4212 -1.3822
C 1.9226 2.4583 4.5750
C -3.0563 -1.0472 -4.7412
C 0.0499 0.7389 -0.6925
H -4.5673 -2.6258 -2.3719
H -1.2635 -0.4698 0.5204
H -0.2278 -2.4347 -0.0841
H -0.1968 -0.6426 -4.6881
H 1.1427 -2.2013 -2.1488
H -0.4458 0.7963 1.4121
H 0.9620 1.3271 -0.5329
H -2.4109 -0.4903 -5.3963
H 2.2080 -1.0839 -1.3069
H -0.7314 1.4442 -0.9918
H -0.9836 0.9054 -4.1968
H 3.7350 1.2689 1.9845
H 1.0361 1.5366 -2.9788
H 1.4638 -2.7485 0.3028
H 1.8162 0.0075 -3.4636
H 3.7879 3.0384 3.7137
H -0.0006 -0.0975 3.5138
```

Calculated values
orbital gap = 9.67 eV
spin multiplicity = 1
energy above the lowest of the compared OMol25 structures with the same formula, charge and spin = 2.7 kJ/mol
charge = 0
molecular weight = 472.26 g mol⁻¹
LUMO energy = 0.20 eV

***

LUMO energy of number 1 (C35H46CaN6O3P2)? -0.98 eV